# 1
{"formula": "C2H3N3OS", "method": "ωB97M-V/def2-TZVPD", "orbital_gap_ev": 8.1, "lumo_ev": -0.3, "relative_energy_kj_mol": 344.0, "species": ["H", "S", "N", "O", "N", "C", "H", "C", "H", "N"], "xyz": [[-2.288, -0.724, -0.493], [3.284, -0.431, -0.016], [-1.411, -0.915, 0.128], [0.753, -0.949, -0.366], [-0.445, -0.258, -0.279], [-0.133, 1.069, -0.175], [-0.868, 1.810, 0.122], [1.689, 0.107, -0.026], [-1.688, -1.068, 1.136], [1.106, 1.358, -0.031]], "atomic_forces_ev_per_a": [[1.992, -1.107, 1.693], [-1.765, 1.164, 0.427], [-9.223, -3.082, 0.567], [1.248, 2.436, 1.168], [4.573, 4.280, -1.740], [-1.393, -0.154, 2.024], [-0.480, -0.270, -0.782], [3.115, -2.611, -1.980], [1.015, 0.794, -1.229], [0.918, -1.450, -0.149]]}

# 2
{"formula": "CH2O2S", "method": "ωB97M-V/def2-TZVPD", "orbital_gap_ev": 10.3, "lumo_ev": 0.1, "relative_energy_kj_mol": 89.3, "species": ["C", "O", "O", "S", "H", "H"], "xyz": [[0.344, 0.214, -0.049], [0.692, 1.405, -0.118], [1.123, -0.898, -0.057], [-1.461, -0.102, -0.103], [0.724, -1.854, -0.056], [-1.423, 1.235, 0.382]], "atomic_forces_ev_per_a": [[-0.672, 1.585, -1.095], [0.262, -4.282, 0.601], [-0.013, -0.798, 0.010], [1.084, 1.993, 1.094], [0.297, 3.146, 0.088], [-0.958, -1.643, -0.698]]}